(1)
{
  "formula": "C33H32CoN4S",
  "method": "ωB97M-V/def2-TZVPD",
  "elements": ["Co", "C", "C", "C", "C", "C", "C", "C", "C", "C", "C", "H", "H", "H", "H", "H", "H", "H", "H", "H", "H", "H", "H", "H", "H", "H", "N", "C", "C", "C", "C", "C", "C", "N", "C", "C", "C", "S", "C", "N", "H", "H", "H", "H", "H", "H", "H", "N", "C", "C", "C", "C", "C", "C", "C", "C", "C", "C", "C", "C", "C", "H", "H", "H", "H", "H", "H", "H", "H", "H", "H"],
  "coordinates": [[-2.5939, -1.6781, -0.8959], [3.1131, 2.6612, 1.6986], [2.9704, 1.4223, 0.9871], [3.3819, 1.5724, -0.3432], [3.7436, 2.9255, -0.5756], [3.5458, 3.5787, 0.6925], [3.8884, 5.0017, 1.0366], [3.9461, 3.5031, -1.9568], [3.5641, 0.4510, -1.3322], [2.2857, 0.1521, 1.5148], [2.6758, 2.9636, 3.0719], [4.2419, 5.4623, 0.1436], [4.7049, 5.0266, 1.7757], [3.0823, 5.6546, 1.4041], [3.2622, 2.9795, -2.6076], [4.9267, 3.2232, -2.3882], [3.8454, 4.5399, -2.0083], [2.7423, -0.2910, -1.2321], [4.5884, 0.0666, -1.1162], [3.4920, 0.7417, -2.3478], [2.9964, -0.6378, 1.4832], [1.3385, -0.2001, 0.9738], [2.0855, 0.2691, 2.5676], [2.2644, 2.0654, 3.5410], [1.9740, 3.8033, 3.0689], [3.5023, 3.4213, 3.6497], [-4.5383, 1.5563, -2.3626], [-3.7035, 2.4192, -1.6845], [-3.7979, 3.7007, -1.1767], [-2.7179, 4.1582, -0.4175], [-1.5499, 3.4200, -0.2353], [-1.4757, 2.1220, -0.7422], [-2.5987, 1.5386, -1.2768], [-2.8881, 0.2202, -1.6057], [-4.0975, 0.2969, -2.1958], [-4.8350, -0.9258, -2.6126], [-5.9874, -1.0787, -3.3402], [-6.3781, -2.8312, -3.4888], [-4.9893, -3.1732, -2.4332], [-4.2781, -2.1305, -2.0745], [-5.2960, 1.8319, -2.9910], [-4.6109, 4.3849, -1.4949], [-2.6840, 5.1126, 0.1287], [-0.8148, 3.7696, 0.4886], [-0.6031, 1.5301, -0.6786], [-6.6055, -0.2878, -3.7050], [-4.8636, -4.2199, -2.1256], [-1.0008, -2.3861, -0.8627], [-0.4122, -2.7215, 0.2570], [0.9616, -3.2349, 0.0971], [1.3648, -3.6577, -1.1995], [2.5582, -4.2495, -1.5005], [3.4842, -4.3904, -0.4714], [3.1570, -3.9805, 0.8532], [1.9102, -3.4546, 1.1089], [-1.1226, -2.6415, 1.4911], [-2.3637, -1.8454, 1.4112], [-3.4303, -2.1575, 2.2996], [-3.2043, -3.1323, 3.2729], [-1.9860, -3.8250, 3.4490], [-0.9501, -3.6580, 2.4681], [0.6429, -3.4700, -1.9906], [2.7903, -4.5210, -2.5326], [4.4718, -4.7880, -0.7030], [3.8117, -4.3385, 1.6907], [1.7200, -3.1193, 2.1313], [-2.3411, -0.8788, 0.9030], [-4.4141, -1.6895, 2.1460], [-3.9991, -3.2919, 4.0051], [-1.8443, -4.3756, 4.3382], [-0.0589, -4.2847, 2.5569]],
  "energy_ev": -89156.69508,
  "gap_ev": [1.992, 1.973],
  "max_force_ev_per_a": 4.10,
  "multiplicity": 4,
  "homo_energy_ev": [-3.72, -3.71]
}

***

(2)
{
  "formula": "C33H32InN7O2S3",
  "method": "ωB97M-V/def2-TZVPD",
  "elements": ["In", "C", "C", "C", "C", "C", "C", "N", "C", "C", "C", "C", "C", "N", "C", "C", "C", "C", "C", "C", "N", "H", "H", "H", "H", "H", "H", "H", "H", "H", "H", "H", "H", "H", "H", "H", "O", "C", "C", "C", "C", "C", "C", "C", "O", "N", "N", "C", "S", "C", "C", "S", "H", "H", "H", "H", "H", "H", "H", "H", "H", "C", "C", "C", "C", "N", "C", "S", "N", "C", "H", "H", "H", "H", "H", "H", "H", "H"],
  "coordinates": [[0.5198, -0.2268, 0.5675], [-1.1462, -2.4891, 2.6996], [-1.2892, -1.0706, 3.1477], [-2.2941, -0.7099, 4.0444], [-2.4205, 0.6062, 4.4334], [-1.5180, 1.5467, 3.9515], [-0.5324, 1.1291, 3.0816], [-0.4387, -0.1553, 2.6810], [0.5599, 2.0200, 2.6045], [0.8504, 3.2711, 3.1245], [2.0470, 3.8731, 2.7529], [2.9578, 3.1887, 1.9628], [2.5992, 1.9402, 1.4718], [1.3880, 1.4529, 1.7263], [3.5152, 0.9750, 0.8198], [4.7456, 1.3345, 0.3041], [5.5619, 0.3377, -0.2100], [5.1397, -0.9757, -0.1448], [3.8996, -1.2687, 0.4177], [3.4669, -2.6887, 0.6219], [3.0928, -0.3011, 0.8586], [-0.9198, -3.1247, 3.5569], [-0.3418, -2.6118, 1.9735], [-2.0687, -2.8553, 2.2476], [-2.9709, -1.4679, 4.4138], [-3.2074, 0.9044, 5.1125], [-1.5881, 2.5804, 4.2547], [0.1958, 3.7504, 3.8361], [2.3021, 4.8481, 3.1452], [3.9409, 3.5970, 1.7815], [5.0655, 2.3659, 0.2915], [6.5247, 0.5836, -0.6366], [5.7686, -1.7804, -0.5001], [4.0223, -3.1200, 1.4565], [3.6678, -3.3029, -0.2560], [2.4057, -2.7468, 0.8674], [-4.2136, -3.1442, -0.0442], [-4.6606, -1.9162, 0.2942], [-5.9985, -1.7128, 0.6293], [-6.4512, -0.4607, 0.9935], [-5.5765, 0.6204, 1.0362], [-4.2529, 0.4267, 0.7105], [-3.7654, -0.8306, 0.3317], [-2.3314, -0.9427, 0.0259], [-1.5880, 0.0801, 0.3145], [-1.8443, -2.0381, -0.5239], [-0.4970, -1.9697, -0.6121], [0.0512, -2.2748, -1.7370], [-0.9488, -2.7836, -3.0798], [0.2301, -3.5755, -4.2134], [1.2698, -2.6518, -4.8024], [2.5680, -2.1912, -3.6201], [-4.9454, -3.7722, -0.0227], [-6.6824, -2.5532, 0.6000], [-7.4945, -0.3269, 1.2455], [-5.9339, 1.6017, 1.3139], [-3.5569, 1.2539, 0.7346], [-0.4263, -3.9576, -4.9969], [0.6873, -4.4311, -3.7179], [0.8275, -1.7662, -5.2544], [1.8398, -3.1813, -5.5696], [-1.8031, 2.0120, -3.2843], [-0.4456, 1.7900, -2.7159], [0.4734, 2.7542, -2.4844], [1.7938, 2.3413, -2.1056], [2.0777, 1.1237, -1.7584], [1.0431, 0.1978, -1.6774], [1.6548, -1.4865, -1.8134], [-0.1202, 0.4952, -2.4328], [2.9039, 3.3458, -2.1307], [-1.9078, 3.0288, -3.6516], [-2.5600, 1.8331, -2.5175], [-1.9907, 1.3192, -4.1068], [0.2636, 3.7827, -2.7304], [-0.7701, -0.2304, -2.6987], [2.5655, 4.3018, -2.5212], [3.7244, 2.9773, -2.7455], [3.2900, 3.5023, -1.1222]],
  "energy_ev": -86932.28865,
  "gap_ev": 6.529,
  "max_force_ev_per_a": 1.55,
  "homo_energy_ev": -12.40,
  "total_charge": 2
}

***

(3)
{
  "formula": "C33H33CdClIN7O9S",
  "method": "ωB97M-V/def2-TZVPD",
  "elements": ["Cd", "O", "C", "O", "C", "O", "O", "N", "C", "C", "C", "C", "C", "C", "S", "N", "C", "C", "C", "C", "C", "C", "N", "H", "H", "H", "H", "H", "H", "H", "H", "H", "N", "C", "O", "C", "I", "H", "H", "H", "H", "C", "C", "N", "C", "C", "C", "O", "C", "C", "C", "C", "N", "C", "H", "H", "H", "H", "H", "H", "H", "H", "H", "H", "H", "H", "H", "H", "O", "N", "O", "O", "Cl", "C", "C", "C", "C", "C", "C", "C", "H", "H", "H", "H", "H", "H"],
  "coordinates": [[-0.3076, 0.6786, -0.6715], [-0.8903, 1.1002, 3.3761], [-0.7056, 1.2037, 2.1644], [-1.1377, 0.3627, 1.3011], [0.1037, 2.4150, 1.5903], [0.3497, 3.3787, 2.3104], [0.4698, 2.3229, 0.3632], [-2.9621, 4.0953, -1.9245], [-2.3278, 5.3057, -1.6912], [-3.0546, 6.4016, -1.2426], [-2.4466, 7.6377, -1.0891], [-1.0980, 7.7859, -1.3599], [-0.3521, 6.6871, -1.7644], [-0.9561, 5.4567, -1.9381], [-0.0369, 4.0424, -2.4877], [-1.0177, 2.7417, -2.1507], [-2.2848, 2.8714, -1.9388], [-3.1006, 1.6949, -1.7066], [-4.4787, 1.6648, -1.9843], [-5.1969, 0.5293, -1.6814], [-4.5451, -0.5428, -1.0820], [-3.1737, -0.4537, -0.9002], [-2.4705, 0.6177, -1.2046], [-3.9206, 4.0579, -1.6058], [-4.1096, 6.2823, -1.0327], [-3.0321, 8.4826, -0.7552], [-0.6202, 8.7485, -1.2466], [0.7044, 6.7815, -1.9585], [-4.9618, 2.4915, -2.4869], [-6.2484, 0.4680, -1.9237], [-5.0692, -1.4486, -0.8224], [-2.6186, -1.2808, -0.4848], [2.8961, 2.2633, -3.1279], [1.8316, 1.4252, -3.1233], [1.6065, 0.6816, -2.1934], [1.0289, 1.3890, -4.3951], [2.2535, 0.5787, -5.9570], [3.3906, 2.3712, -2.2564], [2.9782, 3.0005, -3.8072], [0.7401, 2.3823, -4.7236], [0.1574, 0.7391, -4.2685], [-1.9371, -4.2550, 4.4491], [-0.5585, -4.7717, 4.0377], [-0.0267, -4.0619, 2.8838], [1.0766, -3.1469, 3.1159], [0.7010, -1.9097, 3.9200], [-0.4952, -4.4326, 1.6705], [-1.2712, -5.3730, 1.5403], [-0.0596, -3.6583, 0.4685], [0.2787, -4.3359, -0.6998], [0.6015, -3.6053, -1.8286], [0.5662, -2.2212, -1.7577], [0.1943, -1.5735, -0.6643], [-0.1196, -2.2665, 0.4188], [-2.2754, -4.7679, 5.3495], [-2.6462, -4.4418, 3.6473], [-1.9090, -3.1859, 4.6391], [-0.6495, -5.8324, 3.7726], [0.1443, -4.6678, 4.8685], [1.4931, -2.8464, 2.1558], [1.8612, -3.6994, 3.6501], [-0.0647, -1.3209, 3.4258], [1.5847, -1.2898, 4.0302], [0.3476, -2.1707, 4.9135], [0.2739, -5.4165, -0.7130], [0.8601, -4.0927, -2.7571], [0.8125, -1.6010, -2.6046], [-0.4674, -1.6799, 1.2597], [-3.0169, -1.4920, -3.3950], [-2.3625, -0.5855, -3.9022], [-2.8229, 0.0919, -4.8182], [-1.2085, -0.3608, -3.4921], [6.5538, -3.2069, 4.3453], [5.6729, -2.4007, 3.0668], [5.7668, -2.8789, 1.7631], [5.0388, -2.2824, 0.7707], [4.1678, -1.1732, 1.0235], [3.3874, -0.6233, 0.0432], [4.1689, -0.6792, 2.3695], [4.8850, -1.2890, 3.3623], [6.4145, -3.7169, 1.5411], [5.1107, -2.6594, -0.2408], [2.7313, 0.2098, 0.2426], [3.3910, -1.0217, -0.9589], [3.5707, 0.1939, 2.5914], [4.8489, -0.9128, 4.3769]],
  "energy_ev": -99637.76741,
  "gap_ev": 3.255,
  "max_force_ev_per_a": 2.04,
  "homo_energy_ev": 0.10,
  "total_charge": -2
}